## a
DFT (ωB97M-V/def2-TZVPD) results for a gas-phase ion, C4H8N2P (charge +1).

Values from the calculation:
SMILES: NP1=CC=CC=1[NH3+]
HOMO: -12.9 eV
net charge: +1
HOMO-LUMO gap: 8.80 eV

Structure (XYZ):
```
15
C4H8N2P ωB97M-V/def2-TZVPD
N -0.837 1.161 -2.195
P -1.068 0.753 -0.568
C 0.233 1.796 0.107
C 1.053 1.206 1.051
C 0.824 -0.225 1.140
C -0.033 -0.742 0.236
N -0.521 -2.108 0.385
H 0.187 1.445 -2.321
H -1.341 0.443 -2.845
H 0.355 2.927 -0.217
H 1.791 1.614 1.635
H 1.244 -0.895 1.836
H -1.177 -2.024 1.189
H 0.301 -2.653 0.891
H -1.010 -2.698 -0.322
```

Results of the Mulliken charge analysis, in e, for atoms 1 through 4: -0.54, 0.07, -0.53, -0.49


## b
DFT (ωB97M-V/def2-TZVPD) results for a gas-phase ion, C4H8N2P (charge +1).

Values from the calculation:
SMILES: Cc1c[nH]c(P)[nH+]1
HOMO: -13.4 eV
net charge: +1
HOMO-LUMO gap: 9.57 eV

Structure (XYZ):
```
15
C4H8N2P ωB97M-V/def2-TZVPD
C -2.043 -0.708 -0.312
C -0.798 0.118 -0.215
C -0.462 1.426 -0.081
N 0.880 1.534 0.038
C 1.388 0.178 0.050
P 3.179 -0.201 -0.226
N 0.335 -0.636 -0.204
H -1.887 -1.525 -0.958
H -2.215 -1.026 0.765
H -2.990 -0.112 -0.687
H -1.032 2.364 0.024
H 1.557 2.289 0.138
H 2.944 -1.665 -0.414
H 3.434 -0.279 1.207
H 0.174 -1.571 -0.532
```

Results of the Mulliken charge analysis, in e, for atoms 1 through 4: -1.19, 0.56, -0.43, -0.02


Energy ordering: b at the bottom, the next structure 0.0529 hartree above.


## a
DFT (ωB97M-V/def2-TZVPD) results for 2 unconnected molecules or ions with the total composition CH2O2.

Values from the calculation:
HOMO (alpha / beta): -10.8 / -10.7 eV
HOMO-LUMO gap (alpha / beta): 9.52 / 9.48 eV

Structure (XYZ):
```
5
CH2O2 ωB97M-V/def2-TZVPD
C -0.639 0.027 0.027
O 0.526 0.293 0.058
O 2.522 -0.213 0.026
H -1.212 0.843 -0.231
H -1.197 -0.950 0.120
```

Results of the Mulliken charge analysis, in e, for atoms 1 through 4: -0.04, -0.34, -0.07, 0.23


## b
DFT (ωB97M-V/def2-TZVPD) results for a single CH2O2 molecule.

Values from the calculation:
SMILES: C1OO1
HOMO: -10.4 eV
HOMO-LUMO gap: 11.49 eV

Structure (XYZ):
```
5
CH2O2 ωB97M-V/def2-TZVPD
C -0.003 -0.116 -0.277
O 0.211 0.064 1.088
O -0.598 0.958 0.329
H 1.001 0.027 -0.816
H -0.611 -0.934 -0.324
```

Results of the Mulliken charge analysis, in e, for atoms 1 through 4: 0.07, -0.26, -0.23, 0.20


Energy ordering: b at the bottom, the next structure 0.0850 hartree above.


## a
DFT (ωB97M-V/def2-TZVPD) results for 2 unconnected molecules or ions with the total composition C3H13N2O.

Values from the calculation:
HOMO: -13.5 eV
net charge: +1
HOMO-LUMO gap: 10.37 eV

Structure (XYZ):
```
19
C3H13N2O ωB97M-V/def2-TZVPD
N 1.100 0.523 0.251
C -0.278 0.165 -0.400
C -0.658 -1.142 0.301
C -1.167 1.355 -0.020
N -2.465 1.228 -0.643
H 1.505 1.369 -0.141
H 0.962 0.698 1.245
H 1.708 -0.311 0.147
H 0.014 0.204 -1.450
H -0.367 -1.074 1.344
H -1.707 -1.402 0.286
H -0.095 -1.937 -0.191
H -0.656 2.259 -0.266
H -1.227 1.382 1.085
H -3.086 1.962 -0.308
H -2.925 0.414 -0.235
H 3.530 -1.941 0.334
H 2.872 -2.207 -1.022
O 2.942 -1.545 -0.318
```

Results of the Mulliken charge analysis, in e, for atoms 1 through 4: -0.34, 0.05, -1.24, -0.68


## b
DFT (ωB97M-V/def2-TZVPD) results for 2 unconnected molecules or ions with the total composition C3H13N2O.

Values from the calculation:
HOMO: -13.0 eV
net charge: +1
HOMO-LUMO gap: 9.50 eV

Structure (XYZ):
```
19
C3H13N2O ωB97M-V/def2-TZVPD
N -0.856 0.733 0.424
C -0.157 0.260 -0.905
C -1.069 -0.851 -1.544
C 1.304 -0.244 -0.457
N 2.194 0.993 -0.733
H -0.284 1.542 0.588
H -0.694 0.012 1.214
H -1.824 1.000 0.333
H -0.154 1.320 -1.419
H -0.713 -1.796 -1.004
H -0.960 -1.109 -2.477
H -2.187 -0.737 -1.102
H 1.442 -0.729 0.492
H 1.604 -1.004 -1.300
H 3.005 1.021 -0.085
H 1.988 1.351 -1.662
H -1.508 -0.160 3.224
H -0.615 -1.244 3.101
O -0.517 -0.358 3.314
```

Results of the Mulliken charge analysis, in e, for atoms 1 through 4: -0.36, 0.00, -1.31, -0.48


Energy ordering: a at the bottom, the next structure 0.0894 hartree above.


## a
DFT (ωB97M-V/def2-TZVPD) results for 2 unconnected molecules or ions with the total composition C3H13N2O.

Values from the calculation:
HOMO: -13.9 eV
net charge: +1
HOMO-LUMO gap: 10.77 eV

Structure (XYZ):
```
19
C3H13N2O ωB97M-V/def2-TZVPD
N -1.023 1.460 -0.273
C 0.170 0.766 0.259
C 0.689 -0.174 -0.831
N -0.473 -0.635 -1.610
C -1.141 -1.742 -0.991
H -1.289 0.821 -1.097
H -0.882 2.400 -0.629
H -1.763 1.542 0.409
H -0.073 0.207 1.155
H 0.946 1.467 0.552
H 1.224 -1.041 -0.440
H 1.451 0.333 -1.426
H -0.292 -0.824 -2.573
H -1.446 -1.635 0.055
H -2.064 -2.005 -1.511
H -0.532 -2.663 -0.990
H 2.509 -0.116 3.200
H 2.001 1.179 3.775
O 1.988 0.659 2.966
```

Results of the Mulliken charge analysis, in e, for atoms 1 through 4: -0.14, -0.76, -0.41, -0.45


## b
DFT (ωB97M-V/def2-TZVPD) results for 2 unconnected molecules or ions with the total composition C3H13N2O.

Values from the calculation:
HOMO: -14.4 eV
net charge: +1
HOMO-LUMO gap: 11.60 eV

Structure (XYZ):
```
19
C3H13N2O ωB97M-V/def2-TZVPD
C 0.515 0.940 -0.885
C 1.134 -0.421 -1.079
C 1.877 -0.938 0.147
N 0.865 -1.129 1.228
N -0.564 0.862 0.164
H 1.247 1.626 -0.453
H 0.186 1.426 -1.801
H 0.385 -1.191 -1.277
H 1.791 -0.370 -1.944
H 2.514 -0.155 0.572
H 2.427 -1.844 -0.083
H 0.509 -2.085 1.202
H 1.285 -1.148 2.163
H -0.612 1.745 0.661
H -0.253 0.079 0.818
H -1.486 0.603 -0.195
H -4.250 0.561 0.960
H -4.018 0.895 -0.492
O -3.554 0.545 0.293
```

Results of the Mulliken charge analysis, in e, for atoms 1 through 4: -0.64, -0.57, -0.52, -0.67


Energy ordering: b at the bottom, the next structure 0.0273 hartree above.


## a
DFT (ωB97M-V/def2-TZVPD) results for 2 unconnected molecules or ions with the total composition C3H13N2O.

Values from the calculation:
HOMO: -13.1 eV
net charge: +1
HOMO-LUMO gap: 9.35 eV

Structure (XYZ):
```
19
C3H13N2O ωB97M-V/def2-TZVPD
N -1.071 1.753 -0.132
C -1.700 0.841 -1.063
O -2.444 1.579 -2.021
H -0.438 2.313 -0.696
H -1.815 2.416 0.085
H -0.971 0.205 -1.570
H -2.389 0.202 -0.498
H -2.731 0.993 -2.728
C 1.072 -0.358 0.418
C 2.120 -1.441 0.629
N 1.871 -2.100 1.992
H 1.106 -0.070 -0.629
H 0.064 -0.679 0.666
H 1.336 0.519 1.009
H 1.997 -2.235 -0.107
H 3.161 -1.135 0.653
H 2.087 -1.467 2.760
H 2.458 -2.933 2.081
H 0.905 -2.391 2.096
```

Results of the Mulliken charge analysis, in e, for atoms 1 through 4: -0.58, -0.37, -0.53, 0.24


## b
DFT (ωB97M-V/def2-TZVPD) results for 3 unconnected molecules or ions with the total composition C3H13N2O.

Values from the calculation:
HOMO: -14.5 eV
net charge: +1
HOMO-LUMO gap: 5.22 eV

Structure (XYZ):
```
19
C3H13N2O ωB97M-V/def2-TZVPD
C 0.851 -0.771 1.269
C 0.508 0.623 0.857
C 1.192 1.007 -0.494
N 0.190 1.669 -1.253
N 0.339 -1.707 0.321
H 1.941 -0.937 1.253
H 0.527 -0.968 2.305
H -0.561 0.629 0.639
H 0.763 1.360 1.616
H 1.454 0.011 -0.913
H 2.097 1.591 -0.295
H -0.646 1.053 -1.412
H 0.571 1.878 -2.184
H 0.540 -2.675 0.533
H -2.903 0.017 0.230
H -0.456 -1.440 -0.286
H -1.799 -0.700 -1.783
H -3.468 -0.101 0.686
O -1.141 -0.540 -1.088
```

Results of the Mulliken charge analysis, in e, for atoms 1 through 4: -0.53, -0.56, -0.44, -0.37


Energy ordering: a at the bottom, the next structure 0.2517 hartree above.


## a
DFT (ωB97M-V/def2-TZVPD) results for a single C5H11NS molecule.

Values from the calculation:
SMILES: C=CNCSCC
HOMO: -8.4 eV
HOMO-LUMO gap: 9.38 eV

Structure (XYZ):
```
18
C5H11NS ωB97M-V/def2-TZVPD
C -1.951 2.185 -0.330
C -0.908 1.946 0.453
N 0.463 2.087 0.018
C 1.037 0.898 0.600
S -0.064 -0.971 0.713
C 1.058 -2.020 -0.247
C 0.334 -2.492 -1.494
H -1.792 2.468 -1.367
H -2.951 2.073 0.054
H -1.073 1.773 1.508
H 0.434 2.121 -0.995
H 1.884 0.551 0.008
H 1.288 1.084 1.637
H 1.979 -1.485 -0.476
H 1.341 -2.915 0.313
H 0.120 -1.696 -2.214
H -0.658 -2.909 -1.295
H 0.840 -3.313 -2.009
```

Results of the Mulliken charge analysis, in e, for atoms 1 through 4: -0.78, -0.01, -0.36, -0.74


## b
DFT (ωB97M-V/def2-TZVPD) results for a single C5H11NS molecule.

Values from the calculation:
SMILES: CNC[C@H]1S[C@@H]1C
HOMO: -8.7 eV
HOMO-LUMO gap: 9.71 eV

Structure (XYZ):
```
18
C5H11NS ωB97M-V/def2-TZVPD
C -2.788 0.790 0.120
N -1.827 -0.351 0.606
C -0.937 -0.766 -0.416
C 0.445 -0.138 -0.491
S 0.746 1.554 -0.143
C 1.535 0.108 0.501
C 3.012 -0.206 0.178
H -2.294 1.488 -0.508
H -3.321 1.134 0.942
H -3.375 0.164 -0.661
H -1.271 0.006 1.326
H -1.324 -0.373 -1.417
H -0.904 -1.917 -0.509
H 0.901 -0.486 -1.356
H 1.239 0.085 1.654
H 3.073 -1.293 0.372
H 3.224 -0.109 -0.884
H 3.869 0.311 0.688
```

Results of the Mulliken charge analysis, in e, for atoms 1 through 4: -0.86, -0.40, -0.66, -0.31


Energy ordering: a at the bottom, the next structure 0.0026 hartree above.